The following is a DFT calculation (the ωB97M-V functional and the def2-TZVPD basis) of a molecular structure, C25H43F3O3P2PtS.

As for the energy relative to the best compared isomer or geometry (same formula, charge and spin): 68.23 kJ/mol. Its expectation value of S² is 6.02. The spin multiplicity is 5. Its total charge is +2. The calculation puts the strongest force on any atom at 3.37 eV Å⁻¹.

Element x y z (Å)
Pt (0.453, -0.737, -0.729)
S (-1.369, 3.152, 2.449)
P (1.563, 1.306, 0.074)
P (-1.614, 0.263, -0.463)
F (0.071, 3.203, 4.641)
F (-1.634, 4.605, 4.648)
F (-1.972, 2.449, 4.944)
O (-0.865, 1.771, 2.330)
O (-2.787, 3.320, 2.158)
O (-0.472, 4.160, 1.898)
C (1.245, -3.364, 0.503)
C (-1.722, -2.983, 1.391)
C (1.289, -0.216, 4.320)
C (0.715, -2.049, 1.002)
C (-0.594, -2.105, 1.743)
C (3.262, 1.543, -0.625)
C (-1.456, -1.212, -4.119)
C (-1.232, 3.375, 4.281)
C (0.987, -1.761, -4.551)
C (1.251, 0.212, -3.009)
C (0.825, 1.234, -4.042)
C (-0.494, -1.962, -4.957)
C (3.090, -1.359, 1.989)
C (-1.493, 0.120, -3.977)
C (-1.066, 1.930, -1.063)
C (-0.509, -1.370, 2.918)
C (-0.561, 1.054, -4.683)
C (1.617, -1.394, 2.032)
C (-2.766, 0.427, 0.953)
C (0.843, -0.964, 3.117)
C (1.952, 1.835, 1.769)
C (1.237, -1.131, -3.210)
C (0.375, 2.461, -0.682)
C (-1.594, -1.068, 3.878)
C (-2.642, -0.974, -1.368)
H (-2.314, -1.826, -3.821)
H (-1.915, -3.702, 2.217)
H (-3.427, -0.462, -1.934)
H (1.583, 1.068, 2.425)
H (0.277, 3.311, 0.006)
H (-2.352, 0.613, -3.521)
H (-0.737, -3.025, -4.878)
H (-0.606, -1.689, -6.014)
H (-1.182, 1.903, -2.154)
H (0.871, 2.237, -3.586)
H (1.424, -4.020, 1.364)
H (-1.685, 0.021, 4.023)
H (1.990, 0.650, -2.333)
H (-2.287, 0.032, 1.856)
H (3.993, 1.542, 0.190)
H (-3.670, -0.164, 0.754)
H (-0.447, 0.741, -5.733)
H (3.559, 0.727, -1.292)
H (-3.034, 1.482, 1.114)
H (3.038, 1.929, 1.924)
H (-3.077, -1.708, -0.671)
H (0.794, 0.768, 4.381)
H (3.468, -1.807, 1.068)
H (-1.060, 2.036, -4.712)
H (2.368, -0.061, 4.314)
H (-2.558, -1.481, 3.557)
H (1.569, 1.236, -4.858)
H (0.850, 2.828, -1.601)
H (-2.653, -2.397, 1.263)
H (-1.540, -3.585, 0.487)
H (2.184, -3.217, -0.039)
H (1.437, -2.766, -4.549)
H (3.523, -1.919, 2.833)
H (1.476, -1.168, -5.338)
H (-1.361, -1.507, 4.860)
H (3.329, 2.504, -1.155)
H (1.463, 2.775, 2.038)
H (0.524, -3.832, -0.169)
H (-2.014, -1.561, -2.034)
H (3.461, -0.328, 2.038)
H (1.594, -1.815, -2.427)
H (-1.822, 2.632, -0.687)
H (1.032, -0.760, 5.238)

The following is a DFT calculation (the ωB97M-V functional and the def2-TZVPD basis) of a molecular structure, C25H43F3P2W.

Its expectation value of S² is 2.04. The spin multiplicity is 3. Its total charge is +2. The calculation puts the strongest force on any atom at 4.86 eV Å⁻¹. The value obtained for the total energy is -55154.6843 eV.

Element x y z (Å)
W (0.507, 0.680, 0.713)
P (-2.017, 0.011, -1.351)
P (1.366, -0.986, -2.667)
F (0.920, -2.984, -4.297)
F (-0.507, -2.843, -2.587)
F (1.436, -3.746, -2.299)
C (-3.286, -1.183, -1.961)
C (-3.308, 1.351, -0.990)
C (0.030, 2.540, 1.640)
C (-0.229, 2.429, 0.174)
C (-0.194, -2.615, 1.246)
C (1.808, -1.846, 2.626)
C (0.814, -2.721, -2.961)
C (1.260, 3.286, 2.151)
C (-1.198, 0.504, -2.902)
C (-2.667, -3.139, 0.734)
C (-1.722, -0.971, 1.763)
C (0.339, -3.939, 0.855)
C (0.268, 3.496, -0.798)
C (2.316, 2.113, -0.749)
C (1.809, 3.469, -1.051)
C (0.515, -1.608, 1.942)
C (0.360, 0.483, -3.113)
C (1.149, -0.700, -0.867)
C (3.136, -0.938, -2.936)
C (-0.422, -0.468, 2.295)
C (-3.028, -0.442, 2.216)
C (-1.561, -2.247, 1.195)
C (2.460, 1.629, 0.605)
C (-0.353, 0.196, 3.652)
C (2.599, 2.679, 1.755)
H (-3.808, -0.481, 1.444)
H (2.056, 3.791, -2.085)
H (-4.027, -1.416, -1.170)
H (2.875, 1.614, -1.574)
H (1.659, -1.669, -0.549)
H (1.238, 3.447, 3.256)
H (-1.534, 1.533, -3.108)
H (-1.299, 2.282, -0.029)
H (2.143, -0.944, 3.150)
H (-3.571, -2.584, 0.414)
H (-2.969, 0.579, 2.613)
H (-0.216, 3.331, -1.782)
H (3.303, 0.886, 0.617)
H (-0.803, 2.931, 2.241)
H (3.008, 2.151, 2.629)
H (1.916, 0.154, -0.892)
H (-0.060, -4.175, -0.134)
H (-1.014, 1.088, 3.658)
H (1.427, -3.914, 0.771)
H (-2.844, -2.115, -2.368)
H (3.345, 3.483, 1.571)
H (3.695, -1.470, -2.147)
H (3.242, 0.152, -2.837)
H (-1.638, -0.201, -3.622)
H (0.581, 0.694, -4.174)
H (-2.968, -3.848, 1.531)
H (-0.042, 4.482, -0.392)
H (-3.767, -0.599, -2.771)
H (1.661, -2.633, 3.392)
H (-3.663, 1.667, -1.989)
H (2.271, 4.272, -0.459)
H (0.696, 0.490, 3.868)
H (0.820, 1.299, -2.501)
H (1.198, 4.306, 1.702)
H (0.077, -4.755, 1.545)
H (-0.710, -0.590, 4.359)
H (2.632, -2.163, 1.957)
H (-2.289, -3.731, -0.115)
H (-3.392, -1.079, 3.041)
H (1.806, 0.501, 1.657)
H (3.469, -1.321, -3.916)
H (-2.991, 2.236, -0.407)
H (-4.114, 0.835, -0.428)

The following is a DFT calculation (the ωB97M-V functional and the def2-TZVPD basis) of a molecular structure, C25H43F5IN5O2PS.

The spin multiplicity is 1. Its total charge is +1. The calculation puts the strongest force on any atom at 6.32 eV Å⁻¹. The value obtained for the total energy is -79968.2601 eV.

Element x y z (Å)
I (1.157, -3.146, 6.662)
S (-1.042, -0.689, 1.453)
P (-0.344, 0.610, 3.130)
F (1.407, -0.543, 0.544)
F (-0.961, -2.163, -1.470)
F (1.106, -1.715, -1.841)
F (0.570, -2.592, 0.673)
F (-0.257, -0.072, -1.680)
O (-1.862, -1.745, 1.987)
O (-1.898, 0.187, 0.646)
N (0.325, 2.067, 5.152)
N (3.557, -4.666, 1.907)
N (-3.831, 3.160, -5.970)
N (-1.691, 1.778, 1.471)
N (-2.253, -4.457, -7.934)
C (4.687, -5.184, -1.596)
C (1.375, 2.890, 7.400)
C (-0.522, 1.519, -6.140)
C (-1.239, 1.455, -7.483)
C (-1.740, 5.474, 2.101)
C (3.583, -4.136, -1.511)
C (-3.039, 2.979, -6.774)
C (-0.015, -1.275, -1.192)
C (-1.821, 2.746, 0.856)
C (3.634, -4.043, 0.951)
C (-2.547, -2.610, -6.106)
C (-2.011, 2.738, -7.803)
C (-1.286, -2.519, -5.241)
C (0.750, -1.857, 3.876)
C (-1.233, 5.144, 0.702)
C (0.787, 2.430, 6.133)
C (3.714, -3.231, -0.281)
C (0.303, -1.313, 0.352)
C (0.358, 2.749, 8.540)
C (-1.979, 3.971, 0.054)
C (0.373, -0.456, 4.474)
C (-0.905, 3.575, 8.315)
C (1.847, -2.570, 4.718)
C (-2.383, -3.649, -7.137)
C (-0.970, -3.819, -4.510)
H (-2.803, 5.720, 2.086)
H (-1.416, -1.720, -4.506)
H (-0.766, -4.634, -5.205)
H (-1.591, 4.640, 2.790)
H (0.180, 2.355, -6.110)
H (5.672, -4.714, -1.626)
H (-1.201, 6.330, 2.508)
H (-0.165, 4.917, 0.755)
H (-0.083, -3.695, -3.886)
H (-1.336, 3.594, -7.836)
H (2.264, 2.294, 7.610)
H (-0.147, -2.480, 3.761)
H (-3.415, -2.855, -5.492)
H (-1.583, 3.468, 9.161)
H (0.081, 1.700, 8.659)
H (2.170, -3.469, 4.170)
H (-0.666, 4.634, 8.204)
H (2.698, -1.870, 4.754)
H (-1.228, 1.634, -5.314)
H (1.684, 3.930, 7.287)
H (-0.258, -0.513, 5.369)
H (4.571, -5.784, -2.498)
H (1.243, -1.653, 2.901)
H (-3.044, 4.195, -0.033)
H (-1.445, 3.250, 7.424)
H (-1.591, 3.786, -0.950)
H (0.530, 1.625, 2.686)
H (-2.739, -1.655, -6.596)
H (4.667, -2.698, -0.291)
H (-0.506, 1.275, -8.272)
H (-1.923, 0.603, -7.482)
H (-1.469, 1.305, 3.613)
H (2.614, -4.641, -1.495)
H (2.911, -2.498, -0.271)
H (4.658, -5.867, -0.746)
H (-1.342, 6.025, 0.067)
H (0.038, 0.599, -5.963)
H (-1.800, -4.117, -3.865)
H (-0.431, -2.245, -5.863)
H (0.829, 3.063, 9.472)
H (1.322, 0.010, 4.779)
H (3.608, -3.517, -2.410)
H (-2.497, 2.654, -8.775)

The following is a DFT calculation (the ωB97M-V functional and the def2-TZVPD basis) of a molecular structure, C25H43F5N3S3Ti.

Its expectation value of S² is 2.01. The spin multiplicity is 3. Its total charge is +1. The calculation puts the strongest force on any atom at 2.02 eV Å⁻¹. The value obtained for the total energy is -100297.3184 eV.

Element x y z (Å)
Ti (0.478, -0.728, 0.060)
S (-1.119, -3.035, 0.335)
S (-0.980, -1.456, -2.644)
S (-2.487, -0.042, 0.002)
F (1.901, -2.125, -1.948)
F (3.256, -1.531, -0.289)
F (1.393, -4.378, -0.947)
F (3.480, -4.000, -0.515)
F (2.013, -3.893, 1.069)
N (0.643, 2.834, -2.598)
N (0.723, 0.865, -1.311)
N (2.672, 1.790, -2.187)
C (-1.748, -3.763, -1.208)
C (-3.076, 0.147, -1.693)
C (1.074, 0.895, 1.697)
C (0.178, -2.226, 3.675)
C (3.431, 0.555, -2.358)
C (-0.080, 1.697, 1.898)
C (-1.124, -0.087, 3.184)
C (0.968, 3.296, -3.950)
C (-0.141, 3.104, 1.347)
C (2.237, -3.608, -0.223)
C (1.995, -2.092, -0.527)
C (0.000, -0.888, 2.990)
C (2.488, -0.998, 2.604)
C (-0.671, 3.234, -2.129)
C (1.325, 1.793, -2.023)
C (2.376, 1.508, 1.218)
C (-2.302, 2.161, 2.928)
C (-1.138, 1.229, 2.658)
C (-1.112, -3.247, -2.501)
C (-2.646, -2.596, 1.171)
C (1.130, -0.388, 2.275)
C (-3.464, -1.481, 0.518)
C (-2.311, -0.537, 4.021)
C (-2.726, -0.983, -2.668)
C (3.463, 3.020, -2.207)
H (-0.087, -3.601, -2.602)
H (-2.379, 0.042, 4.946)
H (-0.731, -2.609, 4.126)
H (4.304, 2.901, -1.521)
H (-0.270, 0.931, -1.495)
H (1.279, 4.343, -3.959)
H (0.085, 3.194, -4.586)
H (0.133, 3.841, 2.112)
H (-2.825, -3.599, -1.215)
H (-3.042, 1.733, 3.599)
H (-1.150, 3.359, 1.017)
H (-1.585, -4.835, -1.137)
H (-2.654, 1.092, -2.029)
H (-3.257, -0.386, 3.492)
H (3.032, 1.667, 2.077)
H (-1.953, 3.095, 3.381)
H (-2.267, -1.580, 4.309)
H (2.869, 3.868, -1.878)
H (-4.219, -1.130, 1.217)
H (4.076, 0.664, -3.232)
H (-2.970, -0.662, -3.680)
H (-0.770, 4.318, -2.191)
H (0.546, -2.987, 2.980)
H (-1.464, 2.798, -2.746)
H (-0.816, 2.950, -1.089)
H (3.869, 3.229, -3.200)
H (-2.821, 2.429, 2.002)
H (4.060, 0.346, -1.495)
H (2.484, -2.079, 2.586)
H (-1.676, -3.626, -3.352)
H (2.919, 0.868, 0.520)
H (-3.988, -1.850, -0.362)
H (2.231, 2.463, 0.728)
H (-2.340, -2.313, 2.178)
H (2.766, -0.690, 3.620)
H (3.275, -0.669, 1.939)
H (0.923, -2.142, 4.472)
H (1.759, 2.690, -4.380)
H (0.526, 3.253, 0.500)
H (2.762, -0.284, -2.518)
H (-4.156, 0.287, -1.655)
H (-3.326, -1.871, -2.464)
H (-3.252, -3.497, 1.259)

The following is a DFT calculation (the ωB97M-V functional and the def2-TZVPD basis) of a molecular structure, C25H43F6N3OPSSbZn.

As for the energy relative to the best compared isomer or geometry (same formula, charge and spin): 41.24 kJ/mol. Its expectation value of S² is 0.76. The spin multiplicity is 2. Its total charge is +1. The calculation puts the strongest force on any atom at 0.93 eV Å⁻¹.

Element x y z (Å)
Sb (-4.183, -0.781, -1.261)
Zn (-1.016, -0.144, -0.285)
S (-1.244, 1.522, -2.139)
P (1.355, -0.784, -0.155)
F (-3.218, 0.478, -0.067)
F (-2.290, -1.450, -1.315)
F (-3.842, 0.017, -2.924)
F (-4.589, -1.688, 0.358)
F (-4.615, -2.371, -2.141)
F (-5.630, 0.376, -0.996)
O (-1.551, -1.107, 1.408)
N (-1.591, 3.755, -0.762)
N (-3.199, -0.307, 2.713)
N (-0.505, 3.909, -2.855)
C (1.439, 1.800, 0.817)
C (-1.083, 3.235, -1.870)
C (2.720, -1.493, -2.610)
C (1.509, -2.601, 0.255)
C (-0.508, 5.230, -2.748)
C (0.725, -3.402, -0.827)
C (-1.092, 5.882, -1.672)
C (-2.936, -2.703, 2.519)
C (1.688, -0.901, -3.573)
C (0.387, 2.236, 3.073)
C (-1.623, 5.081, -0.658)
C (2.968, 1.232, -3.057)
C (0.955, -4.558, 1.722)
C (-0.191, -5.064, 0.824)
C (-0.540, -4.044, -0.262)
C (1.089, -3.034, 1.667)
C (1.454, 0.006, 2.614)
C (3.425, 0.700, -1.688)
C (0.157, 2.182, 1.557)
C (1.481, 1.249, 3.501)
C (-2.529, -1.310, 2.164)
C (2.838, -0.678, -1.320)
C (1.922, 0.372, 1.192)
C (1.650, 0.628, -3.500)
C (-2.235, 5.657, 0.579)
H (3.717, 0.995, -3.816)
H (2.468, 1.715, 3.426)
H (1.903, -5.005, 1.412)
H (-4.046, -0.479, 3.227)
H (-2.062, -3.291, 2.795)
H (0.140, -2.576, 1.938)
H (-1.458, 5.870, 1.316)
H (3.572, -1.165, -0.670)
H (-3.667, -2.721, 3.323)
H (0.441, -0.403, 2.601)
H (2.507, -2.543, -2.415)
H (1.261, 1.883, -0.259)
H (1.842, -2.725, 2.388)
H (1.369, -4.190, -1.222)
H (-2.753, 6.589, 0.361)
H (-3.383, -3.158, 1.633)
H (-0.203, 3.141, 1.188)
H (3.245, 1.434, -0.906)
H (4.509, 0.569, -1.727)
H (2.577, -2.813, 0.152)
H (-0.039, 5.773, -3.560)
H (0.881, 0.942, -2.777)
H (0.691, -1.305, -3.368)
H (1.335, 1.052, -4.453)
H (-1.127, 6.960, -1.617)
H (-3.039, 0.633, 2.388)
H (-0.544, 2.006, 3.596)
H (1.339, 0.966, 4.544)
H (2.219, 2.521, 1.075)
H (2.885, 2.319, -3.025)
H (-0.632, 1.449, 1.325)
H (3.706, -1.460, -3.083)
H (3.015, 0.351, 1.178)
H (0.786, -4.862, 2.755)
H (0.677, 3.247, 3.365)
H (2.113, -0.751, 3.033)
H (-1.086, -4.532, -1.070)
H (-1.079, -5.276, 1.423)
H (0.101, -6.005, 0.355)
H (-1.185, -3.260, 0.138)
H (1.939, -1.207, -4.590)
H (-2.928, 4.938, 1.009)
H (0.437, -2.755, -1.658)

The following is a DFT calculation (the ωB97M-V functional and the def2-TZVPD basis) of 3 unconnected molecules or ions with the total composition C25H43FN5O5.

The spin multiplicity is 1. Its total charge is +1. The calculation puts the strongest force on any atom at 1.06 eV Å⁻¹. The value obtained for the total energy is -47018.0881 eV.

Element x y z (Å)
F (-2.554, -1.511, -4.133)
O (-1.788, 1.145, -3.674)
O (-1.437, -2.448, -5.809)
O (0.248, -1.237, 3.364)
O (-0.314, -2.011, -2.121)
O (1.090, -0.661, 1.368)
N (-0.330, -1.139, -4.274)
N (1.041, -6.733, -0.272)
N (0.680, 0.282, -1.268)
N (0.803, 5.373, 1.387)
N (-0.212, 0.258, -2.268)
C (1.848, 1.428, 0.481)
C (-3.494, 4.097, -0.571)
C (-0.848, -2.051, 1.391)
C (-0.787, 2.529, -2.020)
C (-1.597, 3.741, -2.402)
C (1.030, 5.911, 0.056)
C (-2.639, 3.922, -1.388)
C (1.334, 0.697, 1.715)
C (1.966, -7.293, 1.961)
C (1.490, 6.115, 2.434)
C (0.502, 7.312, -0.268)
C (0.852, 1.413, -0.639)
C (-0.916, 1.312, -2.680)
C (0.817, -8.124, -0.634)
C (-1.582, 6.081, 2.027)
C (-0.495, -8.781, -0.186)
C (0.179, -1.298, 2.178)
C (-1.163, -5.589, -0.907)
C (1.004, -6.440, 1.149)
C (1.498, 5.391, 3.771)
C (0.354, -5.748, -1.081)
C (-0.326, -1.104, -2.852)
C (-1.456, -1.789, -4.840)
C (0.127, 2.565, -0.980)
C (-0.563, 4.984, 1.689)
H (0.913, -8.205, -1.719)
H (-2.065, 3.617, -3.374)
H (-1.719, -6.404, -1.366)
H (-0.005, -6.539, 1.580)
H (2.091, 0.754, 2.493)
H (0.572, -5.957, -2.132)
H (-1.450, -5.523, 0.143)
H (2.115, 5.940, 4.481)
H (0.429, 1.167, 2.100)
H (-0.408, -9.865, -0.273)
H (-1.157, -1.428, 0.558)
H (2.024, 2.457, 0.784)
H (-1.917, 6.611, 1.137)
H (-4.124, 4.010, 0.281)
H (0.471, -1.674, -4.607)
H (1.974, -6.953, 2.998)
H (-0.941, 4.407, 0.838)
H (-0.580, 7.325, -0.396)
H (2.779, 0.986, 0.138)
H (2.524, 6.254, 2.109)
H (0.824, -4.779, -0.872)
H (-1.342, 1.202, -4.533)
H (0.765, 8.032, 0.505)
H (-0.731, -8.556, 0.854)
H (1.074, 7.123, 2.578)
H (1.289, -5.390, 1.271)
H (-0.939, 4.607, -2.435)
H (1.678, -8.344, 1.968)
H (0.614, 5.201, -0.672)
H (2.980, -7.215, 1.569)
H (0.942, 7.663, -1.204)
H (-2.464, 5.630, 2.486)
H (0.280, 3.481, -0.425)
H (1.912, 4.387, 3.668)
H (-1.180, 6.807, 2.733)
H (0.501, 5.312, 4.205)
H (2.111, 5.903, -0.114)
H (-0.380, -2.951, 0.999)
H (-0.537, 4.275, 2.521)
H (-1.341, -8.477, -0.801)
H (-1.678, -2.295, 2.040)
H (1.646, -8.711, -0.234)
H (-1.488, -4.667, -1.396)

Q: Which formula does entry 3 have?
A: C25H43F5IN5O2PS